Computed, not measured: a structure of composition C34H61N8O14P2SY, with ωB97M-V/def2-TZVPD.

Output
Calculated total energy, eV: -107297.031
Energy relative to the best compared isomer or geometry (same formula, charge and spin), kcal/mol: 0.0
Frontier orbital gap, eV: 7.09

Last column: Löwdin charge in e.
CARTESIAN COORDINATES (ANGSTROEM)
Y  0.79  0.02  0.20  1.365
C  -3.03  -4.58  2.90  -0.085
C  -1.76  -4.09  3.57  -0.239
N  -0.67  -3.84  2.64  -0.021
C  -0.34  -2.61  2.16  -0.789
S  1.21  -2.47  1.38  0.646
N  -1.26  -1.69  2.30  -0.017
N  -0.88  -0.41  1.95  -0.030
C  -1.72  0.51  2.24  -0.258
C  -3.10  0.24  2.75  -0.013
C  -1.23  1.91  2.18  -0.227
C  -1.95  2.94  2.75  -0.007
C  -1.39  4.21  2.83  -0.041
C  -0.11  4.40  2.35  -0.055
C  0.53  3.32  1.77  -0.126
N  -0.01  2.12  1.66  0.064
H  -3.80  -4.81  3.64  0.077
H  -2.84  -5.48  2.31  0.073
H  -3.42  -3.81  2.23  0.042
H  -1.41  -4.83  4.30  0.112
H  -1.96  -3.16  4.10  0.104
H  0.02  -4.56  2.49  0.101
H  -3.25  -0.83  2.85  0.057
H  -3.83  0.65  2.04  0.095
H  -3.27  0.71  3.72  0.085
H  -2.95  2.77  3.13  0.110
H  -1.95  5.02  3.27  0.114
H  0.38  5.36  2.41  0.111
H  1.54  3.43  1.37  0.096
N  0.83  0.30  -2.46  -0.029
C  2.04  0.03  -3.24  -0.235
C  2.60  -1.30  -2.77  -0.236
N  2.65  -1.27  -1.30  -0.037
H  0.09  -0.34  -2.75  0.041
H  0.48  1.23  -2.67  0.048
H  2.76  0.82  -3.04  0.107
H  1.86  0.00  -4.31  0.114
H  3.58  -1.47  -3.22  0.114
H  1.94  -2.11  -3.08  0.094
H  3.40  -0.68  -0.98  0.053
H  2.85  -2.19  -0.91  0.055
O  3.77  -0.24  0.96  -0.049
C  3.25  0.13  2.03  -0.646
O  2.04  0.42  2.20  -0.150
C  4.14  0.29  3.24  -0.078
C  3.58  0.46  4.50  0.088
C  4.42  0.61  5.59  -0.105
C  5.79  0.60  5.48  0.079
C  6.31  0.44  4.21  -0.109
C  5.52  0.28  3.09  0.079
N  7.79  0.44  4.06  -0.345
O  8.23  0.56  2.93  0.082
O  8.46  0.35  5.07  0.083
N  3.83  0.79  6.94  -0.344
O  4.59  0.95  7.88  0.080
O  2.61  0.82  7.02  0.086
H  2.51  0.48  4.62  0.135
H  6.43  0.72  6.34  0.132
H  5.96  0.14  2.12  0.132
C  3.64  2.50  -0.21  -0.095
O  2.40  1.88  -0.56  -0.209
H  3.60  2.92  0.80  0.084
H  3.89  3.29  -0.92  0.087
H  4.41  1.74  -0.23  0.080
H  1.73  2.56  -0.72  0.038
C  1.21  4.17  -3.20  -0.019
C  0.07  4.30  -2.21  -0.596
C  -1.17  4.86  -2.91  -0.031
C  0.45  5.21  -1.05  -0.023
O  -0.11  2.95  -1.66  -0.224
P  -1.50  2.27  -1.17  0.286
O  -2.28  3.22  -0.36  -0.233
O  -1.10  0.91  -0.62  -0.396
O  -2.14  1.99  -2.61  -0.169
C  -3.48  1.46  -2.87  -0.607
C  -4.27  2.60  -3.49  -0.028
C  -4.18  0.94  -1.61  -0.035
C  -3.27  0.32  -3.85  -0.023
H  1.52  5.16  -3.54  0.095
H  0.89  3.58  -4.07  0.095
H  2.06  3.66  -2.75  0.074
H  -0.94  5.86  -3.28  0.094
H  -2.01  4.92  -2.21  0.084
H  -1.46  4.23  -3.75  0.081
H  0.55  6.23  -1.40  0.095
H  1.40  4.90  -0.61  0.081
H  -0.33  5.17  -0.28  0.079
H  -4.37  3.42  -2.78  0.091
H  -5.27  2.25  -3.76  0.089
H  -3.77  2.96  -4.39  0.086
H  -4.36  1.75  -0.90  0.082
H  -3.58  0.17  -1.12  0.062
H  -5.14  0.51  -1.90  0.094
H  -2.78  0.69  -4.75  0.094
H  -4.24  -0.11  -4.13  0.094
H  -2.65  -0.45  -3.40  0.060
C  -3.98  -3.79  -0.24  -0.072
C  -2.90  -2.74  -0.29  -0.278
O  -1.66  -3.37  -0.67  -0.303
P  -0.46  -2.49  -1.33  0.796
O  -1.09  -2.00  -2.76  -0.357
C  -1.30  -2.78  -3.95  -0.267
C  -2.43  -3.78  -3.81  -0.068
O  0.42  -3.71  -1.92  -0.313
C  1.25  -4.70  -1.28  -0.284
C  0.41  -5.84  -0.74  -0.070
H  -4.89  -3.38  0.22  0.088
H  -3.64  -4.64  0.36  0.056
H  -4.23  -4.15  -1.24  0.068
H  -2.76  -2.27  0.69  0.080
H  -3.15  -1.95  -1.01  0.093
H  -0.37  -3.29  -4.21  0.109
H  -1.53  -2.06  -4.72  0.110
H  -2.20  -4.52  -3.04  0.071
H  -2.58  -4.29  -4.77  0.082
H  -3.36  -3.27  -3.54  0.077
H  1.83  -4.26  -0.48  0.041
H  1.93  -5.05  -2.06  0.118
H  -0.30  -5.47  0.00  0.057
H  1.07  -6.58  -0.26  0.082
H  -0.14  -6.34  -1.54  0.080